{
  "formula": "C9H9FO3",
  "method": "the ωB97M-V functional and the def2-TZVPD basis",
  "homo_ev": -8.082,
  "e_lumo_ev": 0.1,
  "smiles": "F/C1=C2\\C=CC=C[C@H]2OOCCO1",
  "de_lowest_kcal_mol": 153.6,
  "orbital_gap_ev": 8.2,
  "symbols": ["F", "C", "C", "C", "C", "C", "C", "C", "O", "O", "C", "C", "O", "H", "H", "H", "H", "H", "H", "H", "H", "H"],
  "positions_angstrom": [[0.943, 2.879, -0.155], [0.899, 1.523, 0.119], [-0.247, 0.817, -0.169], [-1.399, 1.486, -0.790], [-2.653, 1.004, -0.581], [-2.888, -0.122, 0.233], [-1.918, -0.808, 0.868], [-0.447, -0.516, 0.482], [-0.317, -1.695, -0.299], [0.918, -1.553, -0.996], [2.045, -1.524, -0.161], [2.678, -0.090, -0.031], [1.947, 0.947, 0.752], [-1.352, 2.392, -1.294], [-3.444, 1.586, -0.921], [-3.971, -0.181, 0.409], [-2.203, -1.605, 1.562], [0.134, -0.705, 1.327], [2.915, -1.977, -0.617], [1.995, -1.934, 0.752], [3.644, -0.057, 0.625], [2.721, 0.133, -1.115]]
}



{
  "formula": "C9H9HgO6",
  "method": "the ωB97M-V functional and the def2-TZVPD basis",
  "homo_ev": -10.448,
  "e_lumo_ev": -4.2,
  "charge": 1,
  "orbital_gap_ev": 6.3,
  "symbols": ["O", "C", "Hg", "O", "C", "C", "O", "C", "O", "C", "O", "H", "C", "C", "C", "O", "C", "H", "H", "H", "H", "H", "H", "H", "H"],
  "positions_angstrom": [[1.628, 0.562, -5.779], [0.918, 0.443, -4.902], [-0.283, -1.334, -0.706], [-1.479, 0.553, -2.702], [-1.049, -0.166, -1.918], [-1.658, -1.304, 0.527], [-2.515, -1.286, 1.296], [0.810, -2.510, 0.211], [1.526, -3.235, 0.739], [-0.919, -2.751, -1.711], [-1.268, -3.625, -2.368], [0.891, -1.360, -1.760], [0.208, 2.275, 1.513], [0.077, 1.149, 2.483], [0.840, 0.078, 1.723], [0.571, 0.266, 0.333], [-0.098, 1.519, 0.234], [-0.457, 3.143, 1.707], [1.269, 2.618, 1.494], [-0.997, 0.860, 2.550], [0.460, 1.350, 3.507], [1.934, 0.221, 1.869], [0.553, -0.914, 2.121], [-1.196, 1.350, 0.190], [0.234, 2.101, -0.651]]
}



For the records above, the corresponding max |F| values read 0.07757; 0.31344 Eh/bohr.